{
  "formula": "F2H4N2P",
  "method": "ωB97M-V with the def2-TZVPD basis set",
  "relative_energy_ev": 4.757,
  "lumo_energy_ev": -6.89,
  "e_homo_ev": -14.5,
  "total_charge": 1,
  "gap_ev": 7.7,
  "total_energy_ha": -652.65980,
  "elements": ["N", "N", "F", "F", "P", "H", "H", "H", "H"],
  "positions_angstrom": [[0.4911, 1.2883, -1.4965], [-0.2737, -1.5483, 0.6042], [-1.5230, 0.3278, 1.4609], [0.4989, 0.9125, -0.1366], [-1.1622, -1.1642, 1.9000], [1.4819, 1.0970, -1.7416], [0.2317, 2.3274, -1.4305], [0.0761, -0.7781, 0.1129], [0.1792, -2.4624, 0.7272]],
  "atomic_forces_ev_per_a": [[-0.1, 1.2, -0.7], [-1.5, -2.1, 3.9], [0.2, -1.7, 1.0], [0.1, -0.2, 1.0], [-0.2, 1.8, -1.9], [-0.8, 0.9, 0.0], [1.1, -1.9, -0.3], [1.1, 1.5, -1.9], [0.2, 0.5, -0.9]]
}

=====

{
  "formula": "H3NO2S2",
  "method": "ωB97M-V with the def2-TZVPD basis set",
  "relative_energy_ev": 2.082,
  "lumo_energy_ev": [-1.28, -1.28],
  "e_homo_ev": [-8.1, -8.1],
  "gap_ev": [6.8, 6.8],
  "total_energy_ha": -1003.26993,
  "elements": ["N", "O", "O", "S", "S", "H", "H", "H"],
  "positions_angstrom": [[0.4377, -0.1739, -1.6483], [-0.5266, -1.1546, 0.3967], [-0.2032, 1.5396, 0.3114], [1.1432, 1.4832, 1.3192], [-0.6137, 0.6276, -0.9246], [-0.2178, -0.6593, 1.0917], [1.3911, -0.1978, -1.1936], [-1.4107, -1.4648, 0.6473]],
  "atomic_forces_ev_per_a": [[0.6, 1.5, 0.4], [-2.3, -3.0, -1.6], [-2.1, -0.8, -2.2], [1.0, -0.6, 0.3], [1.8, 1.0, -0.1], [1.7, 1.9, 3.5], [-1.1, 0.0, -0.4], [0.3, -0.1, 0.1]]
}

=====

{
  "formula": "C4H9N3",
  "method": "ωB97M-V with the def2-TZVPD basis set",
  "relative_energy_ev": 4.420,
  "lumo_energy_ev": [0.75, 0.75],
  "e_homo_ev": [-7.1, -7.1],
  "gap_ev": [7.8, 7.8],
  "total_energy_ha": -321.92794,
  "elements": ["C", "N", "C", "N", "C", "C", "N", "H", "H", "H", "H", "H", "H", "H", "H", "H"],
  "positions_angstrom": [[0.1107, -0.3470, -1.8470], [-1.8281, -0.9159, 0.6162], [-0.4448, 0.4018, -0.6716], [1.7578, 0.0774, 1.2862], [-0.5019, -0.7655, 0.8031], [0.4030, 0.3060, 1.1614], [-1.0217, 1.5123, -0.8457], [-2.3558, -0.0613, 0.8002], [-1.3489, 1.9829, -0.0068], [2.2992, 0.6774, 1.8912], [2.1393, -0.7688, 0.8898], [0.0443, -1.7048, 0.6747], [0.0119, 1.1746, 1.6849], [-0.2306, -1.3806, -1.8450], [-0.2363, 0.1283, -2.7620], [1.2021, -0.3168, -1.8298]],
  "atomic_forces_ev_per_a": [[0.0, -0.4, 0.3], [1.3, -0.2, 0.9], [2.0, 2.4, -0.4], [-0.3, 0.2, -0.2], [-1.5, -0.5, 0.8], [-1.7, -1.0, -0.8], [-0.7, -0.6, 0.0], [0.2, 0.0, 0.1], [0.3, 0.1, 0.0], [0.0, -0.3, -0.5], [0.1, 0.2, 0.4], [0.1, 0.0, -0.5], [0.1, 0.0, -0.4], [0.1, 0.0, 0.0], [0.0, 0.1, 0.1], [0.0, -0.1, 0.1]]
}

=====

{
  "formula": "C28H30N2O4PdS2",
  "method": "ωB97M-V with the def2-TZVPD basis set",
  "relative_energy_ev": 0.000,
  "lumo_energy_ev": -5.95,
  "e_homo_ev": -14.4,
  "total_charge": 2,
  "gap_ev": 8.4,
  "total_energy_ha": -2419.18695,
  "elements": ["Pd", "O", "S", "C", "C", "C", "C", "S", "O", "C", "C", "C", "C", "C", "C", "C", "C", "C", "C", "C", "C", "H", "H", "H", "H", "H", "H", "H", "H", "H", "H", "H", "H", "H", "H", "H", "H", "H", "H", "O", "C", "C", "C", "C", "N", "C", "C", "C", "C", "C", "C", "O", "C", "C", "N", "H", "H", "H", "H", "H", "H", "H", "H", "H", "H", "H", "H"],
  "positions_angstrom": [[-0.1656, 0.3176, 0.5843], [1.8322, 0.0821, 0.3137], [2.8597, 0.2244, 1.4642], [2.9456, -1.3706, 2.3216], [2.6579, -2.5872, 1.4494], [1.1748, -2.9501, 1.3213], [0.4912, -3.1844, 2.6671], [-0.6903, -1.8432, 3.0289], [-0.0352, -0.5351, 2.5327], [-0.5413, -1.7778, 4.7933], [-1.1439, -2.7954, 5.5218], [-1.0231, -2.7803, 6.9019], [-0.3277, -1.7532, 7.5279], [0.2484, -0.7347, 6.7821], [0.1452, -0.7372, 5.3980], [4.4027, 0.1772, 0.5875], [4.4566, -0.2139, -0.7415], [5.6936, -0.2455, -1.3698], [6.8409, 0.1088, -0.6740], [6.7654, 0.5086, 0.6541], [5.5379, 0.5538, 1.2947], [2.2627, -1.2721, 3.1646], [3.9652, -1.3886, 2.7113], [3.1962, -3.4326, 1.8833], [3.0778, -2.4436, 0.4518], [1.0923, -3.8439, 0.7049], [0.6678, -2.1454, 0.7853], [1.1999, -3.2468, 3.4927], [-0.1169, -4.0896, 2.6807], [-1.7024, -3.5828, 5.0294], [-1.4811, -3.5645, 7.4887], [-0.2442, -1.7424, 8.6060], [0.7741, 0.0696, 7.2782], [0.5704, 0.0582, 4.8016], [3.5530, -0.4795, -1.2724], [5.7596, -0.5480, -2.4060], [7.8006, 0.0816, -1.1717], [7.6603, 0.7970, 1.1879], [5.4684, 0.8863, 2.3240], [-6.3526, 3.1071, 0.3018], [-6.2403, 1.7708, 0.7211], [-4.7940, 1.3733, 0.6711], [-4.3936, 0.0931, 1.0403], [-3.0561, -0.2352, 0.9990], [-2.1267, 0.6427, 0.6131], [-2.5027, 1.8674, 0.1883], [-3.8239, 2.2643, 0.2279], [-1.4175, 2.6568, -0.4253], [-1.5637, 3.9258, -0.9406], [-0.4809, 4.5476, -1.5591], [-0.6616, 5.9291, -2.1434], [-1.4773, 6.7213, -1.3093], [0.7220, 3.8611, -1.6268], [0.8136, 2.5912, -1.0864], [-0.2322, 2.0081, -0.5035], [-7.2800, 3.3623, 0.2677], [-6.8082, 1.0884, 0.0779], [-6.5999, 1.6320, 1.7477], [-5.1128, -0.6482, 1.3623], [-2.7074, -1.2142, 1.2956], [-4.1249, 3.2451, -0.1075], [-2.5030, 4.4543, -0.8611], [-1.1771, 5.8240, -3.1025], [0.3098, 6.3829, -2.3468], [-0.9392, 7.3468, -0.8155], [1.5923, 4.3010, -2.0946], [1.7278, 2.0153, -1.1111]],
  "atomic_forces_ev_per_a": [[0.0, 0.8, 0.7], [0.0, -0.2, 0.1], [0.1, 0.1, 0.0], [0.0, 0.0, -0.1], [0.0, 0.0, 0.0], [0.1, 0.1, -0.1], [0.1, 0.0, 0.1], [0.1, 0.0, 0.0], [-0.1, -0.5, -0.2], [0.0, 0.1, 0.0], [0.0, 0.0, 0.0], [0.0, 0.0, 0.0], [0.0, 0.0, 0.0], [0.0, 0.0, 0.0], [0.0, 0.0, 0.0], [0.0, 0.0, 0.0], [0.0, 0.0, 0.0], [0.0, 0.0, 0.0], [0.0, 0.0, 0.0], [0.0, 0.0, 0.0], [0.0, 0.0, 0.0], [0.0, 0.0, 0.0], [0.0, 0.0, 0.0], [0.0, 0.0, 0.0], [0.0, 0.0, 0.0], [0.0, 0.0, 0.0], [0.0, -0.2, -0.1], [0.0, 0.0, 0.0], [0.0, 0.0, 0.0], [0.0, 0.0, 0.0], [0.0, 0.0, 0.0], [0.0, 0.0, 0.0], [0.0, 0.0, 0.0], [0.0, 0.0, 0.0], [0.0, 0.0, 0.0], [0.0, 0.0, 0.0], [0.0, 0.0, 0.0], [0.0, 0.0, 0.0], [0.0, 0.0, 0.0], [0.0, 0.0, 0.0], [0.0, 0.0, 0.0], [0.0, 0.0, 0.0], [0.0, 0.0, 0.0], [0.0, 0.1, 0.2], [0.0, 0.0, -0.1], [0.0, 0.0, -0.2], [0.0, 0.0, 0.0], [0.0, 0.0, 0.0], [0.0, 0.0, 0.1], [0.0, 0.0, 0.0], [0.0, 0.0, 0.0], [0.0, 0.0, 0.0], [0.0, 0.0, -0.1], [0.0, 0.0, 0.0], [0.0, -0.2, -0.3], [0.0, 0.0, 0.0], [0.0, 0.0, 0.0], [0.0, 0.0, 0.0], [0.0, 0.0, 0.0], [0.0, 0.0, 0.0], [0.0, 0.0, 0.0], [0.0, 0.0, 0.0], [0.0, 0.0, 0.0], [0.0, 0.0, 0.0], [0.0, 0.0, 0.0], [0.0, 0.0, 0.0], [0.0, 0.0, 0.0]]
}

=====

{
  "formula": "C15H23N3O3",
  "method": "ωB97M-V with the def2-TZVPD basis set",
  "relative_energy_ev": 2.126,
  "lumo_energy_ev": 0.22,
  "e_homo_ev": -9.1,
  "smiles": "NCCCC[C@H](NC(=O)[C@@H](N)Cc1ccccc1)C(=O)O",
  "gap_ev": 9.4,
  "total_energy_ha": -975.36133,
  "elements": ["C", "C", "C", "C", "C", "C", "C", "C", "C", "C", "C", "C", "C", "C", "C", "H", "H", "H", "H", "H", "H", "H", "H", "H", "H", "H", "H", "H", "H", "H", "H", "H", "H", "H", "H", "H", "H", "H", "N", "N", "N", "O", "O", "O"],
  "positions_angstrom": [[-1.2983, -1.6581, 0.6389], [-0.4532, -0.5590, -0.0182], [-2.6968, -1.0167, 0.9288], [-3.7193, -2.1289, 1.0658], [-3.9269, -2.7040, 2.2944], [-4.4431, -2.6040, -0.0561], [-4.8329, -3.7311, 2.4231], [-5.2845, -3.6312, 0.0735], [-5.5247, -4.1989, 1.3190], [1.4320, 1.0952, 0.0648], [0.7029, 2.5305, -0.1573], [2.1993, 0.7700, -1.2753], [2.9562, 1.9373, -1.9641], [3.9973, 2.6584, -1.1388], [4.9757, 3.6295, -1.8829], [0.0300, -3.0156, 1.6194], [-0.4455, -1.7717, 2.5534], [-1.3882, -2.3772, -0.1078], [-2.7011, -0.3686, 1.8339], [-2.8608, -0.3908, 0.0480], [-3.3479, -2.4010, 3.1622], [-4.4062, -2.0724, -0.9730], [-5.1171, -4.1627, 3.3793], [-5.8153, -3.8996, -0.8543], [-6.2963, -4.9905, 1.4973], [0.8989, -0.4323, 1.4738], [2.2831, 1.2512, 0.7773], [1.5306, 0.3790, -2.0402], [2.8200, -0.1042, -0.9508], [3.3475, 1.5729, -2.9117], [2.0984, 2.6538, -2.2800], [4.6421, 1.8893, -0.6486], [3.4958, 3.1853, -0.3252], [4.4254, 4.3972, -2.4532], [5.5164, 3.0683, -2.6408], [5.8412, 3.6773, -0.0953], [6.7600, 4.3365, -1.2231], [-0.7680, 1.4501, -0.9813], [-0.7507, -2.3926, 1.8216], [0.5262, 0.0662, 0.6278], [5.8080, 4.2439, -0.9259], [-0.7686, -0.2152, -1.2088], [1.0597, 3.6101, 0.3047], [-0.5013, 2.4243, -0.7944]],
  "atomic_forces_ev_per_a": [[1.0, 1.0, 2.4], [-0.8, 0.4, -3.0], [0.3, -0.5, -0.1], [0.1, 0.7, -0.8], [0.5, -0.1, 0.5], [1.8, 1.9, 1.5], [-1.1, -0.7, 0.0], [-1.9, -1.5, -0.8], [-0.8, -1.0, 0.5], [0.9, 2.3, -0.9], [-1.3, 0.2, 1.6], [-0.1, -1.3, 0.5], [-2.1, 0.8, -0.1], [0.9, -0.1, 0.1], [-2.0, -0.9, -0.8], [-0.3, 0.2, -0.3], [-0.1, 0.2, 0.3], [-0.5, -1.2, -1.4], [0.3, -0.4, -0.5], [-0.4, 0.0, 0.2], [-0.1, 0.2, -0.1], [0.4, 0.3, -0.8], [0.4, 0.1, 0.0], [0.0, -0.3, 0.8], [0.8, 0.8, -0.5], [-0.7, 0.9, -1.2], [-1.2, 0.0, -0.2], [-0.3, 0.0, 0.2], [0.1, 0.7, -0.6], [0.2, -0.2, 0.0], [1.5, -0.8, 0.4], [-0.2, 0.3, -0.3], [0.1, 0.2, 0.0], [-0.1, -0.2, 0.2], [0.2, -0.4, -0.1], [0.0, 0.0, 0.4], [0.4, 0.2, -0.3], [0.8, 1.3, -0.1], [0.0, 0.7, -0.8], [1.8, -0.5, 1.4], [0.8, 0.6, 1.3], [0.3, -0.5, 2.6], [-0.1, -2.5, -1.2], [0.8, -0.9, 0.3]]
}

=====

Q: Which formula does entry 4 have?
A: C28H30N2O4PdS2